No. 1
ORCA calculation (ωB97M-V with the def2-TZVPD basis set) on a 4-piece molecular cluster, C29H26BrF25IN3O8P overall.

Structure (ORCA input):
```
! wB97M-V def2-TZVPD RIJCOSX def2/J DEFGRID3
* xyz 1 1
N 1.599 -1.209 3.035
P 1.861 0.214 2.241
O 3.456 0.260 1.480
O 1.871 1.451 3.464
N 0.513 0.341 1.057
C -0.674 1.295 1.220
F -0.813 2.210 2.412
C -1.938 1.388 0.137
C -3.215 2.402 0.394
C -4.007 1.843 1.735
C -4.718 0.373 1.513
O -3.811 -0.773 1.706
C -1.932 0.443 -1.240
C -3.105 0.493 -2.388
O -4.394 0.370 -1.986
O -2.885 0.658 -3.842
Br -1.914 2.174 -4.207
C -0.615 -0.577 -1.357
I -0.505 -1.876 -3.138
C 0.560 -0.598 -0.167
C 1.766 -1.706 -0.422
C 3.036 -1.324 -1.365
C 4.086 -2.564 -1.416
C 3.774 -3.910 -0.602
N 2.611 -4.322 0.232
C 1.682 -3.158 0.251
H 2.484 -1.767 2.838
H 3.580 1.109 0.962
H 2.208 2.324 3.062
H -2.830 3.493 0.685
H -3.933 2.512 -0.538
H -4.892 2.618 1.934
H -3.351 1.844 2.707
H -5.573 0.286 2.341
H -5.282 0.289 0.472
H -3.657 -1.170 0.788
H 3.246 -0.315 -1.918
H 5.077 -2.471 -2.051
H 4.623 -4.750 -0.669
H 0.692 -3.355 0.892
C -6.560 -4.409 -2.802
C -7.987 -3.938 -3.123
C -8.429 -4.150 -4.567
F -7.645 -3.506 -5.457
F -9.688 -3.668 -4.758
F -8.121 -2.638 -2.746
F -8.837 -4.645 -2.313
O -5.536 -3.410 -2.840
C -5.018 -3.115 -4.136
C -5.364 -1.698 -4.612
F -6.702 -1.471 -4.597
F -4.952 -1.497 -5.892
F -5.419 -4.077 -5.000
F -3.667 -3.245 -4.036
H -6.573 -4.741 -1.756
H -6.278 -5.305 -3.368
H -8.443 -5.212 -4.822
H -4.889 -0.945 -3.977
C 6.432 2.211 -5.947
C 7.387 1.103 -5.475
C 6.749 -0.271 -5.303
F 5.745 -0.275 -4.402
F 7.665 -1.171 -4.848
F 8.012 1.510 -4.337
F 8.376 0.995 -6.418
O 5.870 3.044 -4.927
C 4.728 2.508 -4.262
C 4.992 2.177 -2.787
F 6.041 1.330 -2.639
F 3.917 1.566 -2.223
F 4.263 1.449 -4.968
F 3.763 3.464 -4.350
H 7.034 2.899 -6.554
H 5.667 1.837 -6.638
H 6.364 -0.648 -6.253
H 5.210 3.084 -2.216
C 1.932 2.961 6.811
C 2.887 1.853 7.283
C 2.249 0.479 7.455
F 1.245 0.475 8.356
F 3.165 -0.421 7.909
F 3.512 2.260 8.421
F 3.876 1.745 6.340
O 1.370 3.794 7.831
C 0.228 3.258 8.496
C 0.492 2.927 9.971
F 1.541 2.080 10.119
F -0.583 2.316 10.535
F -0.237 2.199 7.790
F -0.737 4.214 8.408
H 2.534 3.649 6.204
H 1.167 2.587 6.120
H 1.864 0.102 6.504
H 0.710 3.834 10.542
*
```

Properties
- M: 1257.27 g/mol
- LUMO energy: -6.0 eV
- Gap between HOMO and LUMO: 0.2164 Ha
- Highest occupied orbital energy: -0.4373 Ha

=====

No. 2
ORCA calculation (ωB97M-V with the def2-TZVPD basis set) on C2H9AgF3O5 as an isolated structure.

Structure (ORCA input):
```
! wB97M-V def2-TZVPD RIJCOSX def2/J DEFGRID3
* xyz -2 2
Ag -13.124 4.475 16.492
F -13.178 3.070 18.223
F -13.250 5.922 14.824
F -15.279 4.866 17.474
C -9.061 3.452 15.572
C -10.511 3.768 15.851
O -11.407 3.045 15.362
O -10.782 4.807 16.514
H -8.816 2.502 16.070
H -8.376 4.144 16.061
H -8.923 3.314 14.503
O -15.735 6.779 15.726
H -14.945 6.416 15.270
H -15.789 6.220 16.537
O -14.693 3.006 15.355
H -15.436 2.422 15.529
H -14.706 3.179 14.405
O -12.922 6.470 17.941
H -12.310 6.666 18.657
H -13.786 6.799 18.224
*
```

Properties
- ⟨S²⟩: 0.7535
- M: 277.95 g/mol
- LUMO energy (alpha / beta): 6.1 / 6.0 eV
- Gap between HOMO and LUMO (alpha / beta): 0.2844 / 0.2830 Ha
- Highest occupied orbital energy (alpha / beta): -0.0611 / -0.0629 Ha

=====

No. 3
ORCA calculation (ωB97M-V with the def2-TZVPD basis set) on one molecule with the formula C5H7FO.

Structure (ORCA input):
```
! wB97M-V def2-TZVPD RIJCOSX def2/J DEFGRID3
* xyz 0 1
C -2.288 0.267 0.961
C -1.798 -0.310 -0.065
F -2.463 -0.967 -1.034
C -0.021 -0.360 -0.278
C 0.740 -1.107 -1.137
O 0.463 0.515 0.571
C 1.823 0.852 0.414
H -3.414 0.402 1.048
H -1.579 0.704 1.695
H 1.723 -1.328 -1.258
H 0.160 -1.625 -1.953
H 1.999 0.851 -0.656
H 2.601 0.266 0.836
H 2.054 1.839 0.855
*
```

Properties
- M: 102.11 g/mol
- LUMO energy: 0.9 eV
- Gap between HOMO and LUMO: 0.3625 Ha
- Structure (SMILES): C=C(F)C(=C)OC
- Highest occupied orbital energy: -0.3278 Ha

=====

No. 4
ORCA calculation (ωB97M-V with the def2-TZVPD basis set) on one molecule with the formula C5H10INS.

Structure (ORCA input):
```
! wB97M-V def2-TZVPD RIJCOSX def2/J DEFGRID3
* xyz 0 1
C 1.217 2.911 0.380
C 1.131 1.492 0.089
C 0.018 0.840 0.486
N -0.590 -0.417 0.291
C 0.147 -1.423 -0.492
C -0.510 -2.817 -0.385
S -2.063 -0.774 1.019
I -3.664 0.363 -0.386
H 0.750 3.126 1.360
H 2.318 3.067 0.403
H 0.764 3.477 -0.428
H 1.883 1.001 -0.540
H -0.542 1.368 1.197
H 1.186 -1.384 -0.166
H 0.049 -1.100 -1.529
H 0.006 -3.660 -0.970
H -0.542 -3.365 0.611
H -1.558 -2.704 -0.940
*
```

Properties
- M: 243.11 g/mol
- LUMO energy: -0.4 eV
- Gap between HOMO and LUMO: 0.2825 Ha
- Structure (SMILES): C/C=C/N(CC)SI
- Highest occupied orbital energy: -0.2975 Ha

=====

No. 5
ORCA calculation (ωB97M-V with the def2-TZVPD basis set) on C23H17ClMoN4O6Se4 as an isolated structure.

Structure (ORCA input):
```
! wB97M-V def2-TZVPD RIJCOSX def2/J DEFGRID3
* xyz 0 1
Mo -0.380 -0.676 0.189
C 5.229 1.333 -1.274
O 6.068 0.667 -0.344
C 5.916 -0.673 -0.220
C 6.608 -1.281 0.826
C 6.478 -2.638 1.040
C 5.625 -3.402 0.247
C 4.998 -2.810 -0.840
C 5.142 -1.450 -1.077
N 5.507 -4.790 0.606
N 4.410 -5.366 0.655
C 3.191 -4.642 0.405
C 2.377 -5.080 -0.604
C 1.231 -4.361 -1.002
C 0.905 -3.195 -0.358
O -0.144 -2.436 -0.670
C 1.695 -2.785 0.750
N 1.282 -1.639 1.360
C 1.914 -1.224 2.434
C 3.009 -1.924 2.970
C 3.465 -3.049 2.343
C 2.812 -3.511 1.178
H 5.439 2.393 -1.166
H 4.173 1.148 -1.050
H 5.445 1.026 -2.302
H 7.239 -0.670 1.458
H 7.012 -3.124 1.848
H 4.379 -3.399 -1.503
H 4.644 -1.007 -1.927
H 2.661 -5.978 -1.140
H 0.613 -4.712 -1.818
H 1.545 -0.314 2.891
H 3.481 -1.554 3.868
H 4.312 -3.593 2.738
Se 0.886 1.533 0.585
Se -0.630 3.154 -0.177
Se -1.367 2.121 -2.117
Se -2.223 0.179 -1.045
O -1.859 -2.020 1.331
Cl -1.963 -1.168 2.528
O -3.254 -0.622 2.667
O -1.503 -1.833 3.683
O -0.983 -0.071 2.155
N 0.905 -0.373 -1.513
C 1.587 -0.213 -2.416
C 2.466 -0.014 -3.526
C 3.053 -1.110 -4.155
C 3.932 -0.893 -5.202
C 4.212 0.404 -5.616
C 3.615 1.491 -4.991
C 2.737 1.290 -3.940
H 2.821 -2.113 -3.818
H 4.398 -1.734 -5.696
H 4.900 0.567 -6.435
H 3.834 2.497 -5.323
H 2.258 2.120 -3.437
*
```

Properties
- M: 892.64 g/mol
- LUMO energy (alpha / beta): -1.3 / -1.5 eV
- Gap between HOMO and LUMO (alpha / beta): 0.2339 / 0.2307 Ha
- Highest occupied orbital energy (alpha / beta): -0.2822 / -0.2846 Ha

=====

No. 6
ORCA calculation (ωB97M-V with the def2-TZVPD basis set) on a 9-piece molecular cluster, C20H30F4N8O18 overall.

Structure (ORCA input):
```
! wB97M-V def2-TZVPD RIJCOSX def2/J DEFGRID3
* xyz 0 1
O 5.435 -3.749 -0.295
C 4.807 -2.654 -0.069
C 5.530 -1.220 -0.267
C 4.768 0.013 -0.305
C 3.140 0.072 -0.202
O 2.559 1.115 -0.674
C 2.426 -1.211 0.441
C 3.269 -2.582 0.479
C 2.668 -3.933 1.044
C 1.189 -3.991 1.602
C 0.376 -2.603 1.600
C 0.966 -1.243 1.039
C 0.040 0.071 1.090
F 0.708 1.267 1.537
F -0.995 -0.206 2.099
C -0.753 0.232 -0.317
F -2.128 -0.247 -0.104
F -0.202 -0.662 -1.329
H 6.689 -1.163 -0.381
H 5.381 0.991 -0.449
H 3.261 -4.945 1.048
H 0.689 -4.961 1.996
H -0.709 -2.679 2.021
H -0.865 1.319 -0.685
C 4.684 4.185 -1.261
N 5.977 3.857 -0.604
O 7.003 4.220 -1.168
O 5.919 3.245 0.458
H 4.886 4.724 -2.186
H 4.172 3.244 -1.467
H 4.111 4.806 -0.570
C 4.165 -6.836 4.740
N 4.168 -5.910 3.577
O 3.906 -6.386 2.476
O 4.432 -4.736 3.805
H 3.915 -7.838 4.391
H 5.163 -6.818 5.178
H 3.416 -6.476 5.445
C 3.164 -5.417 -2.647
N 2.035 -6.278 -2.207
O 1.739 -7.230 -2.922
O 1.481 -5.969 -1.158
H 3.557 -5.806 -3.586
H 2.776 -4.407 -2.781
H 3.926 -5.449 -1.867
C -5.302 0.239 0.188
N -6.720 0.482 0.563
O -7.173 -0.166 1.499
O -7.331 1.318 -0.095
H -4.886 -0.520 0.851
H -5.289 -0.105 -0.847
H -4.767 1.182 0.299
C -8.136 4.566 -0.388
N -7.379 5.709 -0.964
O -6.998 5.604 -2.124
O -7.190 6.675 -0.231
H -8.226 3.787 -1.144
H -7.577 4.203 0.475
H -9.119 4.936 -0.096
C 0.674 5.585 1.311
N 1.906 5.980 0.579
O 2.971 5.519 0.978
O 1.765 6.740 -0.372
H 0.949 4.913 2.124
H 0.216 6.494 1.701
H 0.016 5.083 0.601
C -5.353 8.665 1.285
N -4.067 8.310 1.941
O -3.033 8.660 1.381
O -4.136 7.692 2.998
H -5.141 9.207 0.364
H -5.881 7.735 1.072
H -5.915 9.290 1.979
C -1.657 -7.202 -4.135
N -1.650 -6.276 -5.298
O -1.909 -6.752 -6.398
O -1.385 -5.101 -5.069
H -1.906 -8.203 -4.484
H -0.659 -7.184 -3.695
H -2.407 -6.841 -3.432
*
```

Properties
- M: 746.49 g/mol
- LUMO energy: -2.0 eV
- Gap between HOMO and LUMO: 0.2839 Ha
- Structure (SMILES): O=C1C=CC(=O)c2c1cccc2C(F)(F)C(F)F.C[N+](=O)[O-].C[N+](=O)[O-].C[N+](=O)[O-].C[N+](=O)[O-].C[N+](=O)[O-].C[N+](=O)[O-].C[N+](=O)[O-].C[N+](=O)[O-]
- Highest occupied orbital energy: -0.3560 Ha

=====

No. 7
ORCA calculation (ωB97M-V with the def2-TZVPD basis set) on one molecule with the formula C3H2Br2O.

Structure (ORCA input):
```
! wB97M-V def2-TZVPD RIJCOSX def2/J DEFGRID3
* xyz 0 3
C -0.841 0.236 -0.454
C 0.433 -0.280 -0.016
C 0.712 -1.081 0.998
O 1.036 -1.694 1.883
Br 2.049 0.276 -1.127
Br -0.760 2.350 -0.065
H -1.001 0.404 -1.444
H -1.629 -0.210 0.225
*
```

Properties
- ⟨S²⟩: 2.0177
- M: 213.86 g/mol
- LUMO energy (alpha / beta): -0.2 / -3.1 eV
- Gap between HOMO and LUMO (alpha / beta): 0.2529 / 0.2612 Ha
- Highest occupied orbital energy (alpha / beta): -0.2589 / -0.3762 Ha

=====

No. 8
ORCA calculation (ωB97M-V with the def2-TZVPD basis set) on a 3-piece molecular cluster, C25H48BrN6O4 overall.

Structure (ORCA input):
```
! wB97M-V def2-TZVPD RIJCOSX def2/J DEFGRID3
* xyz 1 3
N -1.964 -3.837 -4.468
C -0.977 -3.585 -4.948
O 0.245 -3.070 -5.141
C 0.108 -1.627 -5.232
O -0.884 -1.505 -6.218
C -0.294 -1.227 -3.741
N 0.488 0.042 -3.520
C -0.381 1.118 -4.104
C -1.022 2.040 -3.003
C -2.333 1.400 -2.385
Br -2.031 1.064 -0.465
C 1.666 -0.290 -4.279
N 2.832 -0.110 -3.774
N 1.310 -0.842 -5.539
H -1.058 -0.567 -6.401
H 0.314 -1.965 -3.160
H -1.363 -1.223 -3.485
H -1.249 0.723 -4.688
H 0.186 1.752 -4.828
H -1.320 2.986 -3.508
H -0.330 2.242 -2.165
H -2.666 0.492 -2.924
H -3.157 2.143 -2.426
H 3.647 -0.641 -4.083
H 2.981 0.537 -2.989
H 2.056 -1.534 -5.709
C 5.046 1.989 2.661
C 4.890 1.257 1.301
C 5.641 -0.090 1.286
C 7.142 0.005 1.047
C 7.433 0.861 -0.181
C 6.788 2.248 -0.083
N 5.318 2.176 0.201
O 4.715 1.796 -0.902
C 7.537 3.050 1.005
C 7.075 3.036 -1.371
C 3.390 0.907 1.259
H 5.724 2.837 2.636
H 4.098 2.420 2.990
H 5.388 1.312 3.446
H 5.224 -0.724 0.495
H 5.459 -0.626 2.221
H 7.644 0.402 1.933
H 7.549 -0.998 0.894
H 8.514 0.958 -0.305
H 7.072 0.338 -1.074
H 7.079 4.030 1.159
H 8.573 3.217 0.708
H 7.590 2.539 1.964
H 6.716 2.525 -2.265
H 8.149 3.175 -1.501
H 6.617 4.027 -1.333
H 2.771 1.805 1.196
H 3.109 0.373 2.168
H 3.134 0.257 0.420
C -7.213 -2.148 4.348
C -7.159 -1.321 3.035
C -7.049 -2.228 1.792
C -5.651 -2.761 1.498
C -4.638 -1.621 1.496
C -4.674 -0.816 2.800
N -6.048 -0.327 3.130
O -6.324 0.669 2.317
C -4.101 -1.703 3.927
C -3.672 0.345 2.710
C -8.555 -0.675 2.965
H -6.294 -2.129 4.926
H -7.963 -1.750 5.035
H -7.466 -3.193 4.157
H -7.376 -1.668 0.909
H -7.742 -3.068 1.883
H -5.377 -3.532 2.223
H -5.648 -3.251 0.521
H -3.636 -2.029 1.335
H -4.839 -0.966 0.641
H -4.157 -1.199 4.894
H -3.049 -1.927 3.736
H -4.591 -2.671 4.013
H -3.868 1.005 1.865
H -2.656 -0.034 2.580
H -3.684 0.944 3.623
H -8.703 0.044 3.773
H -9.324 -1.445 3.060
H -8.734 -0.165 2.018
*
```

Properties
- ⟨S²⟩: 2.0084
- M: 576.60 g/mol
- LUMO energy (alpha / beta): -4.5 / -4.5 eV
- Gap between HOMO and LUMO (alpha / beta): 0.2022 / 0.2291 Ha
- Highest occupied orbital energy (alpha / beta): -0.3672 / -0.3941 Ha